[1]
DFT (ωB97M-V with the def2-TZVPD basis set) results for a 2-piece molecular cluster, C5H14N2O4Si overall in a non-equilibrium geometry.

```
26
Properties=species:S:1:pos:R:3:forces:R:3
C -2.6941 -0.9574 -1.1861 -3.7 0.9 -0.8
C 2.8103 -0.3796 -0.3274 4.3 -1.1 -0.2
C 1.7634 0.5016 -2.1195 -4.0 -0.5 -1.5
C 0.5797 0.1478 3.1231 3.1 0.1 1.6
C -2.4849 -0.9147 0.3426 0.6 -0.2 -2.3
N 1.7312 0.5222 -0.6677 -0.2 -1.2 0.5
N -0.9593 1.7607 -0.0087 -1.1 0.9 -0.3
O -1.8605 2.0264 0.7750 1.1 -0.4 0.0
O -0.9315 2.2111 -1.1492 0.4 -0.2 -0.1
O 0.8268 0.7238 1.8740 0.5 -0.2 -0.8
O -1.1341 -1.3046 0.6151 2.1 4.1 -0.1
Si 0.3629 0.5430 0.3669 -1.5 -3.2 0.7
H -2.7053 0.0176 -1.6927 -0.4 0.4 0.6
H -1.9749 -1.3781 -1.7731 2.5 -2.0 -0.8
H -3.6684 -1.4652 -1.5935 1.4 0.9 1.2
H 2.8080 -1.3906 -0.8573 -0.5 1.4 0.0
H 3.8200 0.1631 -0.7494 -2.2 -1.4 1.2
H 3.0443 -0.7732 0.6958 -0.8 1.4 -0.3
H 2.5794 1.0454 -2.5734 0.6 -0.2 0.3
H 1.6508 -0.6200 -2.5183 0.4 2.5 0.7
H 0.8280 1.0885 -2.4085 1.2 -0.9 -0.2
H -0.1360 -0.5997 3.1824 -0.8 -2.3 -1.0
H 0.0236 0.8613 3.6501 0.1 1.7 1.4
H 1.6234 -0.1727 3.6716 -2.7 0.9 -1.4
H -3.0058 -1.7678 0.7339 -0.9 0.1 0.7
H -2.8971 0.1112 0.5940 0.7 -1.4 0.9
```
Positions in Å, forces in eV/Å.

## Properties
- charge = 0
- gap between HOMO and LUMO (spin up / spin down) (eV) = 8.52 / 8.52
- energy relative to the best compared isomer or geometry (same formula, charge and spin) (kJ/mol) = 448.0
- E_HOMO (spin up / spin down) (eV) = -9.14 / -9.14
- calculated total energy (eV) = -24454.9598

[2]
DFT (ωB97M-V with the def2-TZVPD basis set) results for one molecule with the formula C5H14N2S in a non-equilibrium geometry.

```
22
Properties=species:S:1:pos:R:3:forces:R:3
C 2.1711 -1.0426 -0.3557 0.8 -0.4 -0.3
N 0.7224 -1.0544 -0.3467 -0.3 0.5 0.3
C 0.0447 0.1276 0.2160 0.1 -0.2 0.1
C 0.0529 0.1722 1.7323 -0.5 -0.4 0.6
N 1.4008 0.4045 2.2318 0.1 0.1 0.2
C -1.3825 0.1382 -0.2927 -0.8 0.6 -0.4
C -1.5108 0.4683 -1.7805 0.9 0.3 0.3
S -3.1764 0.1447 -2.3870 -0.3 -0.1 -0.1
H 2.6634 -1.5037 0.5050 -0.2 0.1 0.2
H 2.5457 -0.0293 -0.4160 0.0 0.3 0.0
H 2.5715 -1.5567 -1.2394 -0.3 0.0 0.0
H 0.3780 -1.8389 0.1932 0.1 -0.2 -0.2
H 0.5790 1.0368 -0.0847 0.0 -0.1 -0.5
H -0.3088 -0.8022 2.0959 0.2 0.0 0.0
H -0.7009 0.8819 2.1158 0.2 0.2 -0.3
H 1.3953 0.5697 3.2311 0.0 -0.1 0.0
H 1.7790 1.2469 1.8101 0.0 0.0 0.0
H -2.0145 0.8299 0.2824 0.2 0.0 -0.1
H -1.8481 -0.8315 -0.1556 0.1 -0.4 0.3
H -1.1995 1.4963 -1.9833 -0.3 0.0 0.1
H -0.7961 -0.1409 -2.3169 0.0 -0.3 -0.2
H -3.3662 1.2834 -3.0553 0.0 0.1 0.0
```
Positions in Å, forces in eV/Å.

## Properties
- charge = 0
- gap between HOMO and LUMO (eV) = 9.56
- energy relative to the best compared isomer or geometry (same formula, charge and spin) (kJ/mol) = 23.6
- structure (SMILES) = CN[C@H](CN)CCS
- E_HOMO (eV) = -8.56
- calculated total energy (eV) = -19227.0515

[3]
DFT (ωB97M-V with the def2-TZVPD basis set) results for one molecule with the formula C5H14N2S in a non-equilibrium geometry.

```
22
Properties=species:S:1:pos:R:3:forces:R:3
C -0.6485 3.0069 -0.1820 -0.6 0.1 0.2
C -0.8113 1.5346 -0.5162 0.0 0.0 -0.4
N 0.3931 0.8025 -0.1983 0.4 -0.1 0.6
C 0.3268 -0.6607 -0.1460 -0.6 0.9 0.5
C 1.6062 -1.1440 0.4995 0.7 -0.7 -1.1
N 1.8465 -2.5764 0.2534 -0.2 0.2 0.5
C -0.8717 -1.2064 0.6929 -0.1 0.3 -1.2
S -2.3058 -1.7301 -0.3295 0.1 -0.2 0.1
H -1.4457 3.5811 -0.6689 0.3 0.0 0.0
H 0.3264 3.4147 -0.4393 0.0 -0.1 -0.3
H -0.7812 3.1645 0.8875 0.0 0.0 0.2
H -0.9973 1.4225 -1.5897 0.0 0.0 0.0
H -1.7019 1.1414 -0.0100 -0.1 0.1 0.0
H 0.7823 1.1523 0.6754 -0.1 -0.1 -0.1
H 0.2454 -0.9859 -1.1864 0.1 -0.3 0.1
H 2.4253 -0.5737 0.0493 0.0 0.0 0.3
H 1.5853 -0.9676 1.5728 -0.1 0.2 0.2
H 2.6771 -2.7382 -0.2897 -0.1 -0.1 -0.2
H 1.0439 -3.0294 -0.1618 0.2 -0.1 -0.1
H -0.5347 -2.0750 1.2457 -0.2 0.0 0.3
H -1.2345 -0.3901 1.3111 0.2 -0.2 0.5
H -1.9259 -1.1428 -1.4698 0.0 0.1 0.0
```
Positions in Å, forces in eV/Å.

## Properties
- charge = 0
- gap between HOMO and LUMO (eV) = 9.83
- energy relative to the best compared isomer or geometry (same formula, charge and spin) (kJ/mol) = 28.5
- structure (SMILES) = CCN[C@@H](CN)CS
- E_HOMO (eV) = -8.88
- calculated total energy (eV) = -19227.0016

[4]
DFT (ωB97M-V with the def2-TZVPD basis set) results for a 3-piece molecular cluster, C5H14N2S overall in a non-equilibrium geometry.

```
22
Properties=species:S:1:pos:R:3:forces:R:3
C 1.1771 0.8411 -1.0915 -1.1 2.5 -0.3
N 1.6359 1.7185 -0.0878 -0.3 -1.6 -0.6
C -0.3054 0.1704 2.1795 -1.3 -1.4 -1.0
C -1.5739 -0.1899 1.8810 2.8 -0.5 0.2
S -0.6625 -2.4573 -0.6554 1.0 0.0 0.8
C 0.8216 -0.8350 2.0229 -0.3 1.7 -1.7
C -0.2293 1.3083 -1.6927 -1.2 -2.9 2.4
N -1.0135 0.1547 -2.2489 0.6 0.4 -1.0
H 1.8212 0.6909 -1.9881 0.6 -0.6 0.8
H 1.0819 -0.1444 -0.5544 -0.6 -0.4 -0.3
H 2.5705 1.4030 0.2154 0.1 0.5 -0.5
H -0.0633 1.1871 2.4139 0.1 0.4 0.4
H -1.7983 -1.1695 1.4801 0.0 0.0 0.2
H -2.3341 0.4984 1.9546 -1.7 1.4 0.2
H -1.5550 -3.1585 -1.3367 -0.3 0.0 -0.6
H 0.3636 -1.7566 1.6482 0.5 0.0 0.2
H 1.2970 -0.9371 2.9749 0.7 -0.4 0.4
H 1.5283 -0.3993 1.2158 -0.7 -1.1 1.7
H -0.8365 1.7932 -0.8568 0.9 -0.7 -0.9
H -0.0346 2.0261 -2.4273 0.3 1.0 -1.3
H -1.0158 0.0545 -3.3062 0.4 0.2 2.0
H -0.8750 -0.7984 -1.7405 -0.4 1.7 -0.8
```
Positions in Å, forces in eV/Å.

## Properties
- charge = 0
- gap between HOMO and LUMO (eV) = 3.77
- energy relative to the best compared isomer or geometry (same formula, charge and spin) (kJ/mol) = 700.6
- E_HOMO (eV) = -7.99
- calculated total energy (eV) = -19220.0354

> charge of number 2 (C5H14N2S)?

0

> Which of these has the highest calculated total energy?

number 4

> charge of number 2 (C5H14N2S)?

0